Density functional theory data (the ωB97M-V functional and the def2-TZVPD basis) for 2 unconnected molecules or ions with the total composition C4H12NO at a distorted geometry.

The calculation puts the HOMO energy at -15.9 eV. The relative energy (zero: lowest compared OMol25 entry of this formula, charge and spin) is 153.1 kJ/mol. The charge is +1.

Last column: natural (NBO) charge in e.
CARTESIAN COORDINATES (ANGSTROEM)
O -2.4073 -1.3504 -0.3735  -0.972
N -0.7985 1.1028 0.4389  -0.393
C 1.4332 0.0762 0.6385  -0.431
C 0.3109 0.4708 -0.3124  -0.239
C -1.9330 1.4102 -0.0652  0.147
C 2.4762 -0.7256 -0.1765  -0.604
H 2.8021 -0.2407 -1.0983  0.216
H -2.5063 -2.1725 -0.8781  0.497
H -3.0151 -1.5245 0.3569  0.485
H -2.5217 2.2316 0.3337  0.226
H 1.1452 -0.6173 1.4250  0.227
H -0.0726 -0.4118 -0.8214  0.246
H -0.6820 1.2827 1.4327  0.440
H 0.6667 1.1885 -1.0223  0.233
H 2.1160 -1.7249 -0.3952  0.216
H 3.3851 -0.8035 0.4219  0.235
H 1.9370 0.9764 0.9864  0.221
H -2.3359 0.8318 -0.8910  0.250

=====

Density functional theory data (the ωB97M-V functional and the def2-TZVPD basis) for a gas-phase ion, C4H7N2 (charge +1) at a distorted geometry.

The calculation puts the HOMO energy at -15.2 eV. The relative energy (zero: lowest compared OMol25 entry of this formula, charge and spin) is 413.7 kJ/mol. The charge is +1.

Last column: natural (NBO) charge in e.
CARTESIAN COORDINATES (ANGSTROEM)
N -0.2882 2.0887 0.9348  -0.458
N -0.2599 -0.5760 -0.7900  -0.150
C -0.9937 0.2154 -1.6609  -0.478
C 0.2230 0.9146 0.8544  0.648
C 0.3335 -0.3723 0.3163  0.070
C 1.0845 -1.4073 1.0624  -0.649
H 0.9691 -2.3711 0.5726  0.275
H -0.5448 0.0829 -2.6528  0.274
H 2.1437 -1.1488 1.1048  0.256
H -1.9865 -0.2457 -1.7458  0.273
H -1.0877 1.2799 -1.4149  0.194
H 0.7229 -1.4704 2.0896  0.251
H -0.3159 3.0100 1.3294  0.494

=====

Density functional theory data (the ωB97M-V functional and the def2-TZVPD basis) for 10 unconnected molecules or ions with the total composition C12H44N12O10 at a distorted geometry.

The calculation puts the HOMO energy at -8.5 eV. The relative energy (zero: lowest compared OMol25 entry of this formula, charge and spin) is 918.4 kJ/mol. The charge is 0.

Last column: Mulliken charge in e.
CARTESIAN COORDINATES (ANGSTROEM)
O -0.3874 -0.7059 1.6901  -1.013
O 0.0696 2.6271 1.4881  -0.584
O -2.2694 -0.6369 -3.3109  -0.776
O -0.9864 0.0741 5.2111  -0.675
O 0.6506 2.6481 -1.8509  -0.567
O -0.0204 -1.9059 -5.1189  -0.559
O 2.6096 -4.0809 -2.1659  -0.734
O -3.2894 0.8931 1.6771  -0.681
O -4.1574 2.6581 -2.0859  -0.817
O 3.4086 -0.4519 1.5831  -0.695
N -1.8234 1.5201 -2.5249  -0.258
N -3.6184 3.5751 -0.0059  -0.289
N -1.9584 -1.8639 6.2071  -0.402
N 1.8286 -2.1029 2.1971  -0.363
N 3.9076 -2.5679 2.5341  -0.530
N 1.4606 -3.3149 -0.3039  -0.416
N -4.5454 4.8611 -1.4999  -0.401
N -1.3114 0.5901 0.0181  0.117
N 0.1396 -0.9069 -0.6329  0.353
N -1.3494 -1.9599 4.0431  -0.271
N -0.1214 0.3631 -3.1679  -0.350
N 3.6166 -3.5259 -0.1039  -0.280
C -1.4404 0.4341 -3.0559  0.725
C -0.5264 -0.3829 0.3661  1.320
C 2.6436 2.8621 -0.7699  -1.255
C 2.1176 -2.7939 -5.0469  -1.420
C -2.9144 1.6371 2.7681  -0.497
C 1.8736 2.0251 -1.8459  -0.194
C 0.8626 2.3071 2.6201  -0.412
C 3.0376 -1.6659 2.1221  0.467
C -4.1324 3.7091 -1.2039  0.516
C 0.8846 -2.5309 -4.2349  0.644
C 2.5856 -3.5839 -0.8829  0.326
C -1.3824 -1.2759 5.1521  0.549
H 3.8096 -3.4489 3.0121  0.189
H -3.7584 0.1071 2.0051  0.295
H -3.7864 4.3371 0.6901  0.225
H 2.6126 -1.9979 -5.5889  0.352
H 1.0626 -2.0129 -3.2909  -0.562
H -4.2064 5.7561 -1.0799  0.224
H -2.2004 -1.3129 7.0411  0.254
H 1.7916 -3.3279 -5.9479  0.311
H -2.0384 0.8461 0.7421  0.282
H 1.7606 -2.8669 2.9031  0.203
H 2.3896 2.1541 -2.8399  0.225
H -1.1024 2.2541 -2.3959  0.245
H 1.7086 1.7021 2.2931  0.127
H 0.3406 1.7571 3.3491  0.154
H 3.6646 2.4051 -0.6229  0.317
H -0.1784 1.8791 0.8871  0.270
H 1.7176 0.9601 -1.6199  0.260
H -3.8044 1.8471 3.3111  0.451
H 2.6356 3.8821 -0.8989  0.584
H 0.4786 0.9521 -2.6119  0.361
H 1.2696 3.2841 3.0381  0.262
H -1.4214 -2.9649 3.9091  0.250
H 0.2906 -0.3439 -3.7709  0.108
H 3.7256 -3.1459 0.8541  0.314
H 0.6416 -1.7659 -0.5349  0.033
H 4.8166 -2.0409 2.5471  0.323
H 1.5316 -3.0089 0.7081  0.399
H -4.9764 4.8911 -2.4159  0.271
H 4.5736 -3.6799 -0.4799  0.263
H -2.8164 1.8571 -2.5239  0.191
H 2.8256 -3.4089 -4.4439  0.294
H -1.4604 1.0241 -0.8929  -0.031
H 0.0886 -0.5209 -1.5729  -0.782
H -2.2734 1.1201 3.4941  0.067
H 2.0926 2.7701 0.1921  0.205
H -2.6024 2.6201 2.4201  0.206
H -3.6154 2.6121 0.2411  0.236
H -1.0384 -1.4679 3.1841  0.365
H 0.5196 -3.7429 -0.6499  0.303
H 0.5036 -3.4839 -3.9619  0.481
H 0.8056 3.5891 -1.8729  0.273
H -0.9114 -2.3839 -4.9529  0.334
H -2.0424 -2.8379 6.2841  0.163
H 1.1146 -1.3729 1.9971  0.125

=====

Density functional theory data (the ωB97M-V functional and the def2-TZVPD basis) for a single C19H27NO3 molecule.

The calculation puts the HOMO energy at -9.1 eV. The relative energy (zero: lowest compared OMol25 entry of this formula, charge and spin) is 21.9 kJ/mol. The charge is 0.

Last column: natural (NBO) charge in e.
CARTESIAN COORDINATES (ANGSTROEM)
O -0.0828 0.4833 0.7971  -0.680
O 2.0970 1.1403 2.0529  -0.692
O 3.8410 2.2699 1.2909  -0.574
N 1.0491 1.7593 -0.6713  -0.598
C -4.4170 -1.0554 0.7328  -0.203
C -5.3741 -1.7835 -0.2113  -0.602
C 6.2829 -0.7388 -1.1094  -0.201
C -0.0904 1.2763 -0.1385  0.714
C -2.5380 -0.4562 -0.9182  -0.422
C -3.6488 0.0597 -0.0033  -0.208
C -1.9353 0.6941 -1.7178  -0.372
C 2.5696 -0.2078 -0.6147  -0.452
C 4.3831 -1.1277 0.8634  -0.242
C 2.8463 1.6302 1.0888  0.782
C -1.3550 1.7847 -0.8016  -0.292
C 6.6597 -1.2546 0.1186  -0.216
C -3.5049 -2.0656 1.4253  -0.612
C 3.9978 -0.6075 -0.3646  0.064
C 5.7071 -1.4494 1.1033  -0.185
C 2.4018 1.3048 -0.3580  -0.154
C 4.9596 -0.4158 -1.3477  -0.243
C -2.4046 2.2344 0.2237  -0.390
C -3.0361 1.0654 0.9731  -0.401
H -2.9817 -2.6782 0.6955  0.201
H 7.0217 -0.5845 -1.8822  0.212
H -4.8274 -2.3067 -0.9921  0.198
H -1.7582 -0.9197 -0.3148  0.220
H -2.9275 -1.2029 -1.6118  0.210
H -2.7112 1.1498 -2.3380  0.206
H -2.2728 0.5750 1.5751  0.226
H 3.6457 -1.2786 1.6383  0.218
H 5.9955 -1.8494 2.0639  0.213
H 7.6935 -1.5025 0.3074  0.213
H 2.2913 -0.4143 -1.6514  0.217
H -5.9588 -2.5168 0.3394  0.209
H -1.9432 2.9238 0.9347  0.214
H -2.7711 -1.5675 2.0523  0.212
H -3.1840 2.7806 -0.3142  0.204
H -6.0614 -1.0835 -0.6817  0.204
H 3.0854 1.8533 -1.0122  0.235
H -4.3793 0.5963 -0.6233  0.189
H 4.6695 -0.0125 -2.3082  0.203
H -5.0231 -0.5641 1.5038  0.195
H -4.0973 -2.7256 2.0555  0.210
H 1.2594 0.7185 1.7004  0.511
H -1.1526 0.3194 -2.3833  0.205
H -3.8048 1.4511 1.6462  0.206
H -1.0888 2.6499 -1.4207  0.207
H 1.8991 -0.7675 0.0393  0.233
H 0.9741 2.4163 -1.4311  0.408

=====

Density functional theory data (the ωB97M-V functional and the def2-TZVPD basis) for a molecular structure, C8H16N2PRuS at a distorted geometry.

The calculation puts the HOMO energy (alpha / beta) at -3.7 / -8.1 eV. As for the multiplicity: 6. The relative energy (zero: lowest compared OMol25 entry of this formula, charge and spin) is 0.0 kJ/mol. The charge is 0.

Last column: Mulliken spin population.
CARTESIAN COORDINATES (ANGSTROEM)
Ru -0.6357 -0.1149 0.2035  3.140
S -0.7600 1.5251 2.0410  0.193
P 0.8243 -1.8518 0.7252  0.130
N -1.3797 -0.5783 3.5134  0.084
N 0.8220 0.1923 3.7257  0.038
C 0.1504 -0.6106 -1.6461  0.002
C 0.9888 -0.1326 5.1453  0.092
C 0.6169 1.6536 -1.2566  0.184
C -0.6500 1.5662 -1.8347  0.065
C -0.9876 0.1750 -2.0585  0.279
C -0.4029 0.2714 3.1651  0.631
C 1.0845 0.3159 -0.9333  0.101
C -1.1879 -1.8676 4.1281  -0.008
H 2.0193 0.2474 -0.4300  0.012
H 1.6702 0.5786 5.6198  -0.019
H -1.2755 2.3485 -2.1798  0.004
H 0.2653 -1.6738 -1.8990  0.002
H 1.1723 2.5892 -1.2089  0.006
H -1.8264 -0.1160 -2.6755  0.017
H -1.9010 -2.6000 3.7137  0.011
H 1.4226 -1.1300 5.1992  0.018
H 2.0925 -1.8110 1.4000  0.018
H -2.2656 -0.4526 3.0139  0.014
H 1.4009 -2.5579 -0.4093  -0.013
H -0.1556 -2.2311 3.9695  0.001
H 0.0418 -0.1241 5.7075  -0.021
H 0.2295 -2.9825 1.2944  0.037
H -1.3754 -1.8192 5.2162  0.012
H 1.5000 0.8730 3.3681  -0.031

=====

Density functional theory data (the ωB97M-V functional and the def2-TZVPD basis) for a molecular structure, C15H37N5O7Sr at a distorted geometry.

The calculation puts the HOMO energy at -6.4 eV. The relative energy (zero: lowest compared OMol25 entry of this formula, charge and spin) is 235.7 kJ/mol. The charge is 0.

Last column: natural (NBO) charge in e.
CARTESIAN COORDINATES (ANGSTROEM)
Sr -26.3585 14.9394 -25.7098  1.861
O -26.0474 14.9079 -28.2215  -0.693
O -23.5948 15.0641 -26.2658  -0.613
O -26.1793 12.6256 -25.8051  -1.382
O -25.0442 14.5835 -23.4322  -0.654
O -25.9893 17.2669 -25.2460  -1.364
O -28.7686 15.6708 -26.5178  -0.649
O -27.9625 14.3807 -23.8013  -0.656
N -26.0262 13.9509 -30.3251  -0.414
N -21.8458 13.6924 -27.0201  -0.443
N -23.8116 12.8509 -22.4797  -0.432
N -28.4419 14.1587 -21.6536  -0.430
N -30.2896 17.2971 -27.0164  -0.436
C -28.3539 14.7050 -20.2869  -0.407
C -23.9413 14.0773 -23.0967  0.552
C -31.2946 16.3722 -27.5819  -0.429
C -22.6929 14.8147 -27.0432  0.536
C -22.4456 12.3845 -22.2479  -0.411
C -27.2816 14.6085 -30.8232  -0.420
C -28.0545 14.8913 -22.7071  0.549
C -21.9739 12.5673 -26.0775  -0.421
C -20.7093 13.6875 -27.9484  -0.409
C -24.9483 11.9314 -22.3372  -0.431
C -30.6222 18.7009 -26.7014  -0.411
C -25.2581 13.3711 -31.3923  -0.417
C -25.4848 14.1442 -29.0907  0.554
C -28.8025 12.7255 -21.8426  -0.419
C -29.1018 16.7981 -26.6156  0.549
H -22.2142 12.3455 -21.1835  0.196
H -27.1495 15.1222 -31.7755  0.197
H -25.3135 11.3269 -23.1675  0.234
H -31.5286 17.0176 -28.4285  0.196
H -29.1719 12.4773 -22.8376  0.250
H -31.4376 18.7355 -25.9788  0.197
H -30.9294 15.3669 -27.7921  0.243
H -21.0875 12.6464 -25.4480  0.180
H -21.6715 13.0936 -22.5412  0.208
H -25.7629 12.5642 -21.9852  0.224
H -27.9714 12.0512 -21.6364  0.193
H -28.4764 17.6412 -26.2838  0.132
H -29.2513 14.3931 -19.7527  0.193
H -28.0078 13.8208 -31.0240  0.204
H -22.4351 15.5378 -27.8325  0.117
H -27.5910 14.2558 -19.6510  0.193
H -20.6099 12.7169 -28.4345  0.194
H -24.9777 14.2155 -32.0219  0.192
H -20.7114 14.4769 -28.7000  0.215
H -22.9568 14.5637 -23.1767  0.126
H -22.3046 11.4298 -22.7548  0.200
H -25.8281 12.6551 -31.9845  0.202
H -32.2247 16.2366 -27.0300  0.193
H -26.5314 17.7998 -24.6323  0.414
H -28.2973 15.7934 -20.2675  0.217
H -24.8657 11.1704 -21.5612  0.196
H -29.7601 19.3078 -26.4248  0.231
H -27.9662 15.9759 -22.5394  0.135
H -27.7166 15.3303 -30.1320  0.248
H -19.8789 13.8157 -27.2540  0.191
H -30.9186 19.2307 -27.6066  0.192
H -22.8023 12.8052 -25.4103  0.252
H -29.5448 12.4009 -21.1133  0.193
H -24.3858 12.7525 -31.1812  0.219
H -21.9362 11.6004 -26.5794  0.204
H -25.7253 11.7702 -25.9342  0.426
H -24.5126 13.6408 -28.9743  0.141

=====

Density functional theory data (the ωB97M-V functional and the def2-TZVPD basis) for a single C4H4N2 molecule at a distorted geometry.

The calculation puts the HOMO energy (alpha / beta) at -8.3 / -8.3 eV. The relative energy (zero: lowest compared OMol25 entry of this formula, charge and spin) is 537.2 kJ/mol. The charge is 0.

Last column: natural (NBO) charge in e.
CARTESIAN COORDINATES (ANGSTROEM)
N 1.1953 0.9209 0.4289  -0.791
N 0.4717 -0.4457 -2.7510  -0.307
C 0.3924 -0.2184 -1.5910  0.002
C -1.9052 -0.6318 1.1593  -0.178
C 0.2502 0.0822 -0.1938  -0.031
C -0.9262 -0.3450 0.5091  -0.077
H 1.3083 0.7092 1.4133  0.378
H 1.0006 -1.1039 -1.0088  0.378
H 1.0017 1.9145 0.3223  0.383
H -2.7887 -0.8821 1.7116  0.243

=====

Density functional theory data (the ωB97M-V functional and the def2-TZVPD basis) for 2 unconnected molecules or ions with the total composition C3H2F4 at a distorted geometry.

The calculation puts the HOMO energy (alpha / beta) at -9.8 / -9.3 eV. The relative energy (zero: lowest compared OMol25 entry of this formula, charge and spin) is 439.5 kJ/mol. The charge is 0.

Last column: natural (NBO) charge in e.
CARTESIAN COORDINATES (ANGSTROEM)
F 0.3724 1.5913 1.3352  -0.311
F 0.3587 2.8771 -0.3379  -0.316
F 0.4511 -2.1941 -0.3976  -0.330
F -1.5999 -1.9329 0.0902  -0.296
C 0.3915 1.6084 0.0304  0.633
C -0.4093 -1.5666 0.4045  0.661
C 0.2335 0.6118 -0.7599  -0.401
H -0.1348 -1.5554 1.4461  0.154
H 0.3367 0.5603 -1.8110  0.205

=====

Number 5 is which compound? C8H16N2PRuS

=====

What is the formula in the fifth record? C8H16N2PRuS